A molecular structure, C41H24BF15GeN8RhS3, computed with ωB97M-V with the def2-TZVPD basis set.

Output
Net charge   -1
Molecular weight   1196.20 g mol⁻¹
HOMO energy (spin up / spin down)   -5.1 / -5.1 eV
Kohn-Sham gap (spin up / spin down)   6.08 / 6.08 eV
E_LUMO (spin up / spin down)   0.97 / 0.97 eV
Multiplicity   1
E_tot   -188301.15625 eV
F_max   0.8 eV Å⁻¹

XYZ file:
```
94
Properties=species:S:1:pos:R:3:mulliken_charge:R:1
Rh 0.71 -1.00 2.41 0.3366
Ge -0.40 2.03 -2.13 0.2927
S 1.42 1.05 2.31 -0.2438
S -0.35 1.30 -0.16 0.1518
S -0.39 -0.42 4.32 -0.4900
F -2.53 4.08 -1.26 -0.3588
F 2.43 2.89 -1.31 -0.1457
F 0.08 7.17 -3.67 -0.3129
F 1.70 1.17 -6.95 -0.3234
F 2.55 7.39 -2.59 -0.3193
F -2.32 0.31 -4.12 -0.2974
F 2.14 -1.48 -6.49 -0.3348
F -5.17 4.21 -1.64 -0.3121
F 0.57 2.68 -5.06 -0.3409
F 0.28 -1.11 -2.23 0.5813
F -4.96 0.46 -4.47 -0.3217
F -6.41 2.40 -3.24 -0.3274
F 1.41 -2.59 -4.14 -0.3204
F -1.23 4.86 -3.59 -0.3577
F 3.72 5.24 -1.42 -0.3191
N -0.20 6.69 4.21 -0.5489
N -0.90 -2.70 0.58 1.5997
N 0.91 -2.97 3.04 0.1723
N 1.90 -1.65 0.76 0.9916
N 1.54 -2.81 0.16 0.6674
N -2.62 4.75 6.83 -0.5437
N 0.57 -3.96 2.17 0.3854
N -1.09 -1.71 1.50 -0.0160
C -1.13 3.43 5.17 0.6248
C 1.37 0.63 -5.77 0.0321
C -1.96 4.18 6.09 -0.1941
C -2.23 -1.09 1.17 0.5956
C 0.49 3.37 3.39 -0.9736
C 2.31 -4.37 -1.63 -1.4946
C 1.21 -3.55 4.20 0.6711
C -4.45 3.26 -2.25 0.0978
C 0.63 6.11 -3.07 0.0858
C 1.23 -1.27 -4.33 -0.3336
C -4.35 1.36 -3.69 0.0537
C 0.35 -6.43 2.08 -1.3954
C 1.79 3.93 -1.87 0.2788
C 0.65 -5.15 2.78 0.8994
C 2.42 -3.14 -0.80 0.8048
C -1.17 2.06 5.19 -0.9244
C -1.93 -3.65 -1.46 -1.3399
C -2.77 -1.70 0.03 -1.3682
C -3.08 3.18 -2.07 0.2243
C -1.89 -2.70 -0.31 0.7492
C 0.80 1.39 -4.76 0.8251
C -5.08 2.34 -3.06 0.6750
C -0.03 4.90 -3.00 0.6183
C -0.38 1.30 4.31 0.6596
C 0.66 -0.48 -3.35 0.2921
C 0.51 3.78 -2.38 -0.5453
C 1.06 -4.93 4.08 -1.3793
C 1.59 -0.72 -5.54 0.7226
C 3.01 -1.23 0.15 0.6881
C 1.89 6.23 -2.52 0.7930
C 3.38 -2.14 -0.84 -1.5581
C -2.30 2.21 -2.70 -0.5291
C -2.97 1.31 -3.49 0.4726
C 1.66 -2.78 5.40 -1.7489
C -0.29 4.10 4.26 0.4313
C -0.24 5.54 4.23 -0.2117
C 3.74 0.02 0.52 -1.8329
C -2.82 0.07 1.90 -1.0482
C 2.48 5.13 -1.93 -0.2933
C 0.44 0.88 -3.53 -1.1738
C 0.45 1.98 3.41 0.3987
B 0.33 -3.60 0.69 -0.9183
H 2.47 -5.27 -1.02 0.2605
H -2.34 0.21 2.86 0.0530
H 4.72 0.01 0.06 0.4614
H 0.18 -4.61 0.05 -0.0788
H -1.83 1.55 5.88 0.5503
H -1.03 -3.57 -2.07 0.1069
H 3.06 -4.35 -2.42 0.4231
H 1.13 3.88 2.68 0.5928
H -0.66 -6.43 1.67 0.2642
H -3.89 -0.11 2.06 0.4441
H 3.86 0.11 1.60 0.3496
H -2.69 0.97 1.31 0.0732
H 4.23 -2.07 -1.50 0.4828
H 2.12 -1.84 5.11 0.2892
H -2.02 -4.69 -1.13 0.2577
H 1.23 -5.68 4.84 0.4837
H 1.33 -4.46 -2.09 0.2080
H 0.43 -7.26 2.79 0.3573
H -3.68 -1.43 -0.47 0.5322
H 1.04 -6.61 1.26 0.2178
H 3.20 0.91 0.16 0.2116
H -2.79 -3.41 -2.09 0.4068
H 0.82 -2.54 6.05 0.2652
H 2.38 -3.37 5.97 0.4119
```


A molecular structure, C41H24ClN11O2PtS2, computed with ωB97M-V with the def2-TZVPD basis set.

Output
Molecular weight   997.38 g mol⁻¹
HOMO energy (spin up / spin down)   -6.0 / -8.5 eV
Expectation value of S²   6.046
Kohn-Sham gap (spin up / spin down)   5.25 / 6.39 eV
E_LUMO (spin up / spin down)   -0.73 / -2.10 eV
Multiplicity   5
E_tot   -100831.03505 eV
F_max   0.5 eV Å⁻¹

XYZ file:
```
82
Properties=species:S:1:pos:R:3:mulliken_spin:R:1
Pt 0.90 -0.44 0.42 0.1606
Cl 1.23 -1.38 -2.03 0.4961
S -3.37 -3.20 -0.22 0.0007
S -3.60 -0.10 -1.02 0.0014
O -4.27 0.20 0.21 -0.0016
O -4.10 -1.09 -1.93 0.0022
N -1.70 -1.37 2.39 -0.0217
N -0.86 -2.77 -0.33 0.0315
N -2.01 -0.73 -0.67 0.0758
N -1.21 0.00 0.38 0.1976
N 2.83 -0.84 0.53 0.0391
N 2.76 -2.80 1.97 0.0558
N 0.58 -1.82 1.84 -0.0003
N -0.81 2.18 -0.80 0.0622
N 3.68 0.86 -1.00 -0.0037
N 1.34 1.20 -0.67 0.0856
N -3.19 4.75 -4.29 0.0036
C -1.12 -5.51 4.05 -0.0104
C 1.47 -2.81 2.16 0.0837
C -2.80 2.40 -4.01 -0.0011
C 0.21 -5.93 3.92 0.0373
C 0.75 -3.88 2.86 0.0824
C -1.03 -4.10 -0.06 0.0014
C 6.39 -0.21 0.11 0.0465
C -1.53 -4.27 3.59 0.0634
C -2.85 1.27 -3.23 0.0248
C 2.53 1.36 -1.33 0.1022
C -2.31 -4.51 0.04 0.0034
C -2.10 2.00 1.28 0.0371
C 3.19 2.76 -3.41 0.0265
C 3.82 -0.10 -0.07 0.2352
C -3.36 1.35 -1.93 0.0027
C -3.24 3.63 -3.50 0.0036
C 0.99 2.70 -2.39 0.0446
C -3.82 2.56 -1.42 -0.0114
C -2.42 0.97 2.18 0.1218
C -0.67 -2.16 2.36 0.2001
C 0.38 1.99 -1.27 0.0864
C -3.76 3.69 -2.20 -0.0009
C 7.14 -1.99 1.59 0.0329
C -1.99 -2.16 -0.46 0.0080
C -2.46 3.32 1.55 0.1223
C 5.09 -0.61 0.38 0.0475
C -3.19 3.57 2.70 0.0362
C 3.38 -1.81 1.31 0.2051
C 0.48 3.58 -3.33 0.0234
C 2.33 2.31 -2.43 0.0306
C 1.16 -5.11 3.32 0.0058
C -1.33 1.47 0.20 0.4321
C -3.54 2.54 3.58 0.0889
C 1.34 4.04 -4.32 0.0047
C 4.82 -1.68 1.24 0.0532
C 5.84 -2.38 1.85 0.0269
C 2.67 3.63 -4.36 0.0096
C -3.15 1.23 3.33 0.0526
C -1.80 -0.24 1.73 0.3310
C -0.58 -3.47 2.99 0.0421
C 7.41 -0.91 0.73 0.0134
H -4.12 2.77 4.47 0.0093
H -2.51 0.31 -3.61 0.0005
H -2.72 4.73 -5.17 -0.0002
H 8.44 -0.63 0.54 0.0021
H 2.20 -5.42 3.22 0.0020
H 0.50 -6.91 4.29 0.0028
H -3.49 4.59 2.94 0.0051
H 4.22 2.44 -3.42 0.0026
H 3.31 4.00 -5.16 0.0013
H -1.83 -6.18 4.51 0.0002
H -2.42 2.34 -5.02 0.0011
H 6.59 0.61 -0.56 0.0056
H -2.18 4.11 0.87 0.0089
H -0.15 -4.72 0.03 -0.0028
H 0.97 4.72 -5.08 0.0006
H -3.39 5.65 -3.89 0.0000
H 7.97 -2.51 2.05 0.0033
H -4.24 2.59 -0.43 0.0021
H 5.63 -3.21 2.52 0.0052
H -0.55 3.89 -3.28 0.0131
H -2.70 -5.50 0.20 0.0004
H -4.11 4.64 -1.81 0.0014
H -3.39 0.42 4.01 -0.0003
H -2.55 -3.94 3.68 0.0051
```


A molecular structure, C41H26BrCl2IN6O3S3W in a non-equilibrium geometry, computed with ωB97M-V with the def2-TZVPD basis set.

Output
Net charge   +2
Molecular weight   1208.45 g mol⁻¹
HOMO energy (spin up / spin down)   -11.7 / -11.7 eV
Kohn-Sham gap (spin up / spin down)   4.35 / 4.35 eV
E_LUMO (spin up / spin down)   -7.39 / -7.39 eV
Multiplicity   1
E_tot   -195528.71776 eV
F_max   4.2 eV Å⁻¹

XYZ file:
```
84
Properties=species:S:1:pos:R:3:mulliken_charge:R:1
W 0.07 0.21 0.08 0.6008
I 1.17 2.41 1.34 0.3506
Br 2.50 5.45 2.25 -0.1834
Cl 4.23 0.53 -1.97 -0.1481
Cl 4.51 -4.83 -2.49 -0.1524
S 0.59 -1.25 1.93 -0.1538
S 3.14 -1.39 3.54 -0.0969
S 4.35 -1.12 6.22 -0.3274
O 1.66 -0.05 -0.80 -0.1656
O -0.52 -1.54 -0.56 -0.4826
O -11.77 2.24 -4.46 -0.4403
N 0.95 -0.43 4.44 -0.5203
N -1.80 0.60 0.81 0.2627
N -0.92 0.86 -1.63 -0.2976
N -5.59 1.15 -3.16 -0.8341
N 1.79 -0.46 5.49 0.5091
N -6.37 1.08 -1.08 -0.0796
C -2.23 0.57 2.10 -0.1017
C 0.64 4.33 0.41 0.0027
C 0.00 0.30 9.21 -0.4462
C -12.07 2.38 -5.84 -0.8335
C 1.98 -0.17 7.93 -0.4322
C -0.29 4.34 -0.61 0.0803
C 1.46 -0.88 3.36 0.1543
C -0.12 0.15 6.82 -0.1469
C -0.73 0.38 8.04 -0.6855
C -0.64 5.55 -1.20 -0.7420
C 1.63 -2.41 -1.15 1.1102
C 3.04 -0.94 5.23 0.2336
C -9.40 1.86 -4.87 -0.5029
C 1.24 -0.15 6.76 0.8605
C -5.02 0.94 -0.98 -0.1655
C 2.36 -3.55 -1.53 -1.1877
C -4.56 0.99 -2.31 1.0207
C 1.37 0.05 9.15 -0.8417
C 1.24 5.51 0.86 0.0552
C -8.17 1.60 -4.32 -0.7058
C -10.53 2.01 -4.05 0.8464
C 2.27 -1.13 -1.24 0.1641
C -4.55 0.68 1.47 -0.3323
C -2.61 0.85 -3.89 -0.1903
C -2.29 0.83 -1.49 0.2362
C -0.05 6.73 -0.76 -0.5952
C -8.00 1.46 -2.94 0.4055
C -0.43 0.85 -2.88 -0.3395
C -10.36 1.88 -2.65 -0.8449
C 3.55 -1.04 -1.80 0.3133
C -2.78 0.74 -0.16 0.3789
C -4.17 0.78 0.13 0.2842
C 0.25 -2.53 -0.80 -0.1636
C -3.56 0.59 2.45 -1.2511
C -1.23 0.81 -4.01 -1.2544
C -9.13 1.61 -2.11 -0.4430
C 4.24 -2.17 -2.20 -0.4580
C 0.88 6.71 0.26 -0.4077
C -6.68 1.22 -2.41 0.2133
C -3.17 0.89 -2.61 -0.0962
C 3.64 -3.43 -2.04 0.1491
H 1.35 7.62 0.59 0.4189
H -9.49 1.96 -5.94 0.4312
H -0.76 0.75 -4.98 0.4598
H -3.83 0.53 3.49 0.4960
H -1.37 5.56 -1.99 0.4345
H -1.45 0.49 2.86 0.3885
H -0.48 0.44 10.17 0.3987
H -11.22 2.00 -2.02 0.4329
H -0.33 7.67 -1.21 0.4061
H 1.92 -4.53 -1.43 0.4855
H -11.83 1.47 -6.40 0.3489
H -3.26 0.83 -4.75 0.6723
H -0.74 3.41 -0.94 0.3856
H -7.03 1.10 -0.31 0.2021
H -0.70 0.20 5.91 0.4340
H -1.78 0.60 8.07 0.3666
H 5.22 -2.09 -2.63 0.4973
H 0.66 0.89 -2.96 0.6725
H -9.04 1.53 -1.04 0.2752
H 3.04 -0.36 7.91 0.1639
H -11.54 3.23 -6.28 0.3488
H -5.59 0.66 1.76 0.5561
H -13.14 2.55 -5.88 0.2447
H 1.96 0.01 10.05 0.3924
H -0.21 -3.52 -0.81 0.4249
H -7.30 1.49 -4.96 0.4806
```


A molecular structure, C41H27AsErF6N4O7S4 in a non-equilibrium geometry, computed with ωB97M-V with the def2-TZVPD basis set.

Output
Net charge   -1
Molecular weight   1172.13 g mol⁻¹
HOMO energy (spin up / spin down)   -6.4 / -6.4 eV
Expectation value of S²   3.752
Kohn-Sham gap (spin up / spin down)   8.13 / 8.14 eV
E_LUMO (spin up / spin down)   1.70 / 1.71 eV
Multiplicity   4
E_tot   -211357.74384 eV
F_max   3.3 eV Å⁻¹

XYZ file:
```
91
Properties=species:S:1:pos:R:3:mulliken_spin:R:1
Er 1.18 0.46 1.64 3.0144
As 0.84 0.33 -1.80 -0.0037
S 1.13 -4.25 -1.47 0.0000
S 1.64 1.70 5.09 0.0002
S -3.40 1.89 0.91 -0.0002
S -0.12 -0.41 4.91 0.0010
F -2.39 -1.46 4.31 0.0000
F 0.56 3.97 4.07 -0.0002
F 0.08 3.49 6.12 0.0000
F -2.48 0.64 4.62 0.0001
F 2.02 4.28 5.61 0.0000
F -2.35 -0.71 6.31 0.0000
O 2.02 1.46 3.71 -0.0023
O 1.23 -1.70 1.13 -0.0021
O 2.36 -4.50 -2.17 0.0000
O 0.31 -1.57 5.66 -0.0002
O -0.09 -4.48 -2.22 0.0000
O 0.10 -0.55 3.47 0.0032
O 2.57 1.65 6.18 -0.0002
N 4.56 1.47 0.96 0.0020
N 0.23 1.03 5.39 0.0002
N -1.20 0.48 1.05 -0.0168
N 1.15 -2.73 -0.88 -0.0008
C 1.17 -2.73 0.41 0.0026
C -1.44 4.32 -2.83 0.0006
C -3.27 -2.55 1.39 -0.0014
C -1.30 4.20 0.96 -0.0046
C -0.48 5.28 0.75 0.0005
C 0.78 -5.81 2.71 0.0003
C 4.52 0.77 -4.78 0.0000
C -4.70 -0.58 1.30 -0.0010
C 3.53 0.99 1.21 -0.0073
C 0.95 -4.44 2.40 -0.0009
C -3.54 0.21 1.15 0.0052
C 3.48 1.63 -4.90 -0.0001
C 4.48 -0.27 -3.86 -0.0001
C 0.93 -6.42 0.39 0.0005
C 0.60 3.25 -2.24 -0.0007
C 0.60 2.67 1.12 -0.0142
C -2.15 -1.77 1.28 0.0038
C -1.24 -1.52 -5.05 -0.0002
C -0.32 -0.77 -2.94 0.0000
C -4.57 -1.97 1.41 0.0011
C -1.99 -0.48 5.06 0.0000
C -1.25 -1.54 -2.30 0.0020
C -2.21 -2.30 -2.98 0.0006
C -0.30 -0.79 -4.31 -0.0011
C -2.28 -0.39 1.13 0.0084
C 0.84 5.09 0.79 0.0009
C -1.68 1.73 1.05 -0.0101
C 0.00 2.00 -2.27 0.0012
C 2.32 1.40 -4.11 -0.0006
C 1.08 -5.09 0.10 -0.0002
C 0.79 -6.80 1.73 -0.0003
C -2.11 3.16 -2.63 0.0009
C -0.11 4.40 -2.53 -0.0001
C -2.17 -2.28 -4.40 -0.0008
C 2.32 0.46 -3.10 0.0004
C 1.43 3.80 1.03 0.0044
C -0.83 2.92 1.06 0.0154
C 3.43 -0.39 -3.01 0.0006
C 1.08 3.47 5.22 -0.0001
C 1.09 -4.15 1.05 -0.0002
C -1.40 1.98 -2.44 0.0006
H -2.90 -2.92 -2.46 0.0000
H 5.29 0.89 -5.51 0.0001
H -3.11 -3.58 1.52 0.0000
H 5.28 -0.98 -3.71 0.0000
H 1.44 5.97 0.67 0.0004
H -1.15 -1.55 -6.16 0.0001
H -1.97 1.04 -2.37 -0.0007
H -2.02 5.25 -3.14 -0.0001
H 1.65 3.28 -2.03 -0.0002
H -2.39 4.45 0.96 0.0004
H 2.51 3.73 1.05 -0.0003
H 0.57 -6.22 3.70 0.0001
H 3.38 -1.13 -2.27 -0.0003
H -1.26 -1.63 -1.25 -0.0004
H 0.42 -0.23 -4.84 0.0000
H 0.42 5.38 -2.61 0.0000
H -0.97 6.26 0.56 -0.0001
H 1.47 2.05 -4.23 0.0005
H 0.98 -3.71 3.21 -0.0002
H 0.53 -7.80 1.97 0.0000
H -5.46 -2.59 1.51 -0.0002
H -3.16 2.97 -2.80 -0.0002
H -5.69 -0.04 1.41 0.0000
H -2.92 -2.84 -4.96 -0.0001
H -1.23 -2.31 1.34 0.0009
H 0.82 -7.21 -0.45 0.0000
H 3.39 2.31 -5.73 0.0000
```


A molecular structure, C41H28BBaF11IN6O2P in a non-equilibrium geometry, computed with ωB97M-V with the def2-TZVPD basis set.

Output
Net charge   -2
Molecular weight   1151.71 g mol⁻¹
HOMO energy   -0.3 eV
Kohn-Sham gap   4.37 eV
E_LUMO   4.04 eV
Multiplicity   1
E_tot   -104665.52257 eV
F_max   1.3 eV Å⁻¹

XYZ file:
```
92
Properties=species:S:1:pos:R:3:mulliken_charge:R:1
Ba -0.19 -2.41 -0.76 0.1392
I -3.23 -0.40 -0.67 0.2575
P 0.73 2.55 1.35 1.4268
F -2.11 -5.58 -0.13 -0.2230
F 2.82 -2.57 -3.37 -0.3133
F -1.63 -7.26 1.14 -0.2891
F 1.71 -5.62 1.50 -0.2222
F -2.89 -4.58 2.20 -0.2465
F -1.90 -5.95 3.55 -0.2879
F -0.15 -6.47 -0.22 -0.2627
F 1.01 -4.95 3.43 -0.2787
F -1.38 -3.85 3.56 -0.2195
F 3.19 -4.32 -2.07 -0.3291
F 0.54 -6.95 2.74 -0.2757
O -0.36 -3.93 1.06 -0.1464
O -1.14 -0.79 1.92 -0.4657
N 5.69 -0.43 1.68 -0.4910
N 0.91 0.03 -1.67 0.9646
N 1.82 -0.94 0.67 1.0901
N 3.62 -1.29 2.19 -0.7965
N 1.52 -2.07 2.64 0.1769
N 3.98 -0.08 0.19 -0.6753
C -2.45 -3.97 -4.86 -0.8665
C -0.27 3.35 5.26 -1.1870
C -1.71 -4.87 2.76 0.4676
C -1.96 -3.74 -3.55 -0.4823
C -2.80 3.94 -1.33 -0.4305
C 0.67 -5.66 2.33 0.4305
C -1.14 -6.12 0.61 0.1965
C 3.04 0.95 -2.24 -0.5893
C -3.25 -1.76 -3.38 -0.1801
C -0.87 2.11 5.65 -0.1456
C -1.94 3.38 0.85 -0.2956
C 1.20 1.15 -3.75 -0.5114
C -3.30 -3.07 -5.44 -0.8106
C 2.69 -0.29 -0.09 -0.1569
C 1.80 4.04 1.40 -0.4556
C 4.37 -0.62 1.34 0.2926
C -3.77 -0.63 -2.68 0.1749
C -0.49 3.34 -1.06 -0.0157
C 3.57 6.22 1.49 -0.4337
C -0.60 1.17 3.38 0.5618
C 2.23 6.42 1.18 -0.6354
C 0.43 0.46 -2.83 -0.8334
C 2.53 1.41 -3.44 -0.8359
C 2.34 -1.42 1.82 0.1483
C -3.00 3.75 0.03 -0.7369
C -4.62 0.27 -3.25 -0.5785
C -0.81 0.13 2.61 0.5597
C 1.35 5.34 1.14 0.0216
C -0.67 3.17 0.31 -0.2885
C -4.60 -0.98 -5.30 -0.8062
C 4.02 4.93 1.75 -0.5476
C 3.15 3.86 1.70 -0.4038
C 0.07 2.45 2.99 -0.1853
C -1.54 3.73 -1.87 -0.6483
C -3.72 -1.93 -4.72 0.8902
C -0.62 -5.09 1.67 0.7213
C -1.04 1.08 4.79 -1.7472
C 0.17 3.45 3.96 -0.1203
C 2.19 0.26 -1.38 0.7872
C -2.31 -2.66 -2.77 -0.0294
C -5.03 0.10 -4.59 -0.5318
B 2.31 -3.29 -2.31 0.3656
H 1.92 -2.54 3.43 0.2911
H 1.86 7.41 0.98 0.3786
H 0.76 1.47 -4.69 0.4975
H 6.04 -1.06 2.38 0.2695
H -0.13 4.15 5.97 0.3768
H -2.13 -4.85 -5.41 0.3456
H -0.61 0.24 -3.03 0.1874
H 6.29 -0.21 0.91 0.2559
H -4.98 1.11 -2.67 0.3770
H -1.21 1.97 6.67 0.3293
H 4.06 1.11 -1.95 0.5720
H -4.92 -1.13 -6.32 0.3002
H 3.51 2.85 1.89 0.3462
H 5.07 4.76 1.99 0.3892
H -3.98 3.89 0.46 0.3621
H 0.31 5.50 0.90 0.3983
H 0.57 -2.29 2.36 -0.2810
H -3.63 4.22 -1.97 0.3669
H 0.66 4.37 3.64 0.3010
H -2.07 3.23 1.91 0.3688
H -5.70 0.83 -5.04 0.3628
H 3.16 1.94 -4.13 0.3850
H 0.49 3.16 -1.50 0.3886
H -1.50 0.15 5.13 0.4260
H -1.26 -4.49 -3.17 0.3389
H 4.25 7.05 1.53 0.3412
H -1.38 3.86 -2.94 0.3754
H -3.66 -3.22 -6.46 0.2889
```